Record 1
ClH2O3PS | ωB97M-V with the def2-TZVPD basis set

Structure (XYZ):
```
8
Properties=species:S:1:pos:R:3:forces:R:3
O 0.5256 1.0409 1.5613 0.6 1.4 0.1
O 1.2808 -0.5810 -1.0231 -4.1 1.1 1.1
O -0.2506 -0.0950 1.4147 -0.8 -1.2 -0.2
P -0.7388 -0.4142 -0.0770 2.4 -2.1 -1.3
S -1.8581 -1.9840 -0.1123 1.0 1.4 -0.2
Cl -1.2860 1.2981 -0.9073 0.0 0.1 -0.1
H 1.2906 0.8457 1.0038 0.5 -0.1 -0.2
H 1.0364 -0.1105 -1.8601 0.4 -0.5 0.8
```
Positions in Å, forces in eV/Å.

As for the relative energy (zero: lowest compared OMol25 entry of this formula, charge and spin): 76.0 kcal per mole.

Record 2
C45H39Cl3N4OP2S2Ti | ωB97M-V with the def2-TZVPD basis set

Structure (XYZ):
```
97
Properties=species:S:1:pos:R:3:forces:R:3
Ti -1.4366 -0.9748 0.6667 -0.6 0.8 0.5
S -3.0074 2.7109 0.9796 0.0 -0.1 0.0
P -1.0440 2.3259 0.9445 0.2 0.0 -0.2
C -0.3759 0.7614 1.3114 -0.3 0.0 0.5
P 0.4892 0.6177 2.8285 0.4 0.2 -0.3
S -0.4679 0.6302 4.5546 0.0 0.0 0.1
C 1.8536 1.8985 2.8983 0.0 -0.1 -0.2
C 2.6554 2.1035 1.7744 0.0 0.0 0.0
C 3.7589 2.9393 1.8250 0.0 0.0 0.0
C 4.0774 3.5983 3.0086 0.0 0.0 0.0
C 3.2783 3.4127 4.1262 -0.1 0.0 0.0
C 2.1730 2.5665 4.0709 0.0 0.0 0.0
C 1.6983 -0.7779 2.7229 -0.1 0.0 0.1
C 2.1507 -1.3570 3.9022 0.0 0.0 0.0
C 3.1301 -2.3417 3.8736 0.0 0.0 0.0
C 3.6638 -2.7635 2.6627 -0.1 0.0 0.0
C 3.2093 -2.1916 1.4810 0.0 0.0 0.0
C 2.2372 -1.2007 1.5138 0.1 0.1 0.0
C -0.3587 3.7289 1.9285 0.1 -0.1 0.1
C 0.6376 4.5774 1.4564 0.0 0.0 0.0
C 1.0720 5.6560 2.2175 0.0 -0.1 0.0
C 0.5282 5.8831 3.4732 0.0 0.0 0.0
C -0.4513 5.0275 3.9625 0.0 0.0 -0.1
C -0.8989 3.9637 3.1930 0.0 0.0 0.0
C -0.4394 2.7463 -0.7524 -0.1 0.0 0.0
C -0.8937 3.8969 -1.3952 0.0 0.0 0.0
C -0.4320 4.2314 -2.6603 0.0 0.0 0.0
C 0.4800 3.4047 -3.3099 0.0 0.0 0.0
C 0.9215 2.2486 -2.6845 0.0 0.0 0.1
C 0.4655 1.9225 -1.4090 0.1 0.0 0.0
H 2.4012 1.6001 0.8486 0.0 0.0 0.0
H 4.3692 3.0823 0.9400 0.0 0.0 0.0
H 4.9386 4.2556 3.0531 0.0 0.0 0.0
H 3.5097 3.9321 5.0496 0.0 0.0 0.0
H 1.5387 2.4127 4.9370 0.0 0.0 0.0
H 1.7028 -1.0457 4.8391 0.0 0.0 0.0
H 3.4633 -2.7952 4.8004 0.0 0.0 0.0
H 4.4140 -3.5461 2.6381 0.0 0.0 0.0
H 3.5980 -2.5286 0.5257 0.0 0.0 0.0
H 1.8652 -0.7747 0.5914 0.0 0.0 0.0
H 1.0797 4.3992 0.4851 0.0 0.0 0.0
H 1.8502 6.3062 1.8349 0.0 0.0 0.0
H 0.8784 6.7155 4.0741 0.0 0.0 0.0
H -0.8692 5.1861 4.9498 0.0 0.0 0.0
H -1.6672 3.3013 3.5672 0.0 0.0 0.0
H -1.6274 4.5171 -0.8930 0.0 0.0 0.0
H -0.7907 5.1315 -3.1468 0.0 0.0 0.0
H 0.8352 3.6579 -4.3026 0.0 0.0 0.0
H 1.6160 1.5889 -3.1941 0.0 0.0 0.0
H 0.7767 1.0072 -0.9153 0.0 0.0 0.0
Cl -3.3004 -6.9223 0.8189 0.0 0.1 0.0
C -2.4924 -5.4076 1.2521 0.0 0.0 0.0
C -2.4926 -4.3489 0.3433 0.1 -0.1 -0.3
C -1.8309 -3.1776 0.6492 -0.3 0.1 0.1
Cl -3.6072 -1.0105 1.5865 -0.2 0.1 0.1
C -1.2267 -3.0756 1.9078 0.3 -0.1 0.1
O -0.6754 -1.8654 2.1438 0.0 -0.4 0.0
C -1.2456 -4.1200 2.8154 0.1 -0.1 0.1
Cl -0.4793 -3.9594 4.3780 -0.1 0.0 -0.1
C -1.8797 -5.3162 2.4828 0.0 0.0 0.0
H -3.0048 -4.4867 -0.6060 0.0 0.0 0.0
H -1.8890 -6.1414 3.1808 0.0 0.0 0.0
N 5.1404 -4.5481 -6.1192 0.1 0.0 -0.1
C 4.4036 -4.1262 -5.3433 -0.3 0.2 0.3
C 3.4736 -3.5999 -4.3689 0.3 -0.1 -0.3
C 2.6057 -4.4571 -3.6977 -0.1 -0.1 0.1
C 1.7129 -3.9526 -2.7704 0.1 -0.1 0.0
C 1.6638 -2.5806 -2.4902 -0.1 0.1 0.1
C 2.5488 -1.7336 -3.1715 0.1 0.0 -0.1
C 3.4426 -2.2348 -4.0998 0.0 0.2 0.0
C 0.7318 -2.0587 -1.5468 0.2 -0.1 0.0
C -0.0685 -1.6460 -0.7250 0.6 -0.2 -0.7
H 2.6377 -5.5183 -3.9082 0.0 0.0 0.0
H 1.0381 -4.6113 -2.2404 0.0 0.0 0.0
H 2.5187 -0.6743 -2.9532 0.0 0.0 0.0
H 4.1223 -1.5733 -4.6215 0.0 0.0 0.0
C -1.3592 -0.4903 -3.6391 -0.1 0.0 -0.1
N -2.5855 -1.0070 -3.0582 -0.1 0.0 0.2
C -2.7377 -2.4538 -2.9882 0.0 0.1 -0.1
C -3.1547 -0.2819 -2.0030 0.0 -0.1 -0.1
N -2.4441 0.1612 -1.0177 -0.2 0.0 0.1
N -4.4932 -0.0761 -2.1173 -0.1 -0.1 0.0
C -5.2327 0.5400 -1.0182 0.0 0.0 0.0
C -5.2636 -0.4884 -3.2742 0.1 0.1 0.1
H -1.1887 0.5243 -3.2833 0.0 0.0 0.0
H -1.4484 -0.4699 -4.7328 0.0 0.0 0.0
H -0.4924 -1.0890 -3.3660 0.0 0.0 0.0
H -3.1160 -2.8681 -3.9313 0.0 0.0 0.0
H -3.4319 -2.7177 -2.1900 0.0 0.0 0.0
H -1.7797 -2.9234 -2.7456 0.0 0.0 0.0
H -2.9853 0.8084 -0.4304 0.1 0.1 0.0
H -5.0505 0.0150 -0.0813 0.0 0.0 0.0
H -6.2936 0.4995 -1.2580 0.0 0.0 0.0
H -4.9360 1.5822 -0.8832 0.0 0.0 0.0
H -5.7793 -1.4400 -3.1012 0.0 0.0 0.0
H -4.6145 -0.5984 -4.1368 0.1 0.0 0.0
H -6.0175 0.2715 -3.4878 0.0 0.0 0.0
```
Positions in Å, forces in eV/Å.

As for the relative energy (zero: lowest compared OMol25 entry of this formula, charge and spin): 0.0 kcal per mole. Its total charge is -2.

Record 3
C5H11NO | ωB97M-V with the def2-TZVPD basis set

Structure (XYZ):
```
18
Properties=species:S:1:pos:R:3:forces:R:3
C 2.0214 -1.0935 -0.6228 0.1 0.0 0.0
C 0.5619 -1.1650 -0.1733 0.0 -0.1 0.0
C -0.2015 0.1714 -0.1862 0.1 -0.1 -0.2
C -1.6296 -0.0313 -0.6826 -0.2 0.0 -0.1
N -0.2045 0.7948 1.1373 -0.1 0.0 0.1
C -0.6678 2.0606 1.3128 0.0 0.2 -0.3
O -0.9199 2.8404 0.4104 0.2 -0.4 0.5
H 2.1112 -0.5736 -1.5828 0.0 0.0 0.1
H 2.6563 -0.5732 0.1033 -0.2 0.0 -0.1
H 2.4300 -2.1002 -0.7625 0.0 0.1 0.1
H 0.0132 -1.8456 -0.8376 0.2 0.1 0.2
H 0.5190 -1.6152 0.8320 -0.1 0.1 -0.2
H 0.3012 0.8843 -0.8509 -0.1 -0.2 0.1
H -1.6352 -0.5342 -1.6541 0.0 0.1 0.1
H -2.1892 -0.6585 0.0209 0.0 0.1 -0.1
H -2.1303 0.9316 -0.7860 0.0 -0.1 0.0
H -0.2540 0.1824 1.9401 0.1 0.1 -0.1
H -0.7820 2.3248 2.3820 0.0 0.0 -0.1
```
Positions in Å, forces in eV/Å.

The SMILES is CC[C@@H](C)NC=O. As for the relative energy (zero: lowest compared OMol25 entry of this formula, charge and spin): 8.0 kcal per mole.

Record 4
C5H13NO2 | ωB97M-V with the def2-TZVPD basis set

Structure (XYZ):
```
21
Properties=species:S:1:pos:R:3:forces:R:3
C 0.4251 -1.7501 -0.1124 0.4 -0.3 -2.2
C 0.5271 -1.1915 -1.6808 -0.3 -1.2 2.6
N -0.7519 -0.9525 -2.2626 -0.5 0.1 -0.6
O 1.3349 -0.0835 -1.7674 -0.1 1.3 0.1
H -0.2188 -1.2519 0.6083 0.1 0.6 -0.2
H -0.0036 -2.7507 -0.2049 0.1 -0.1 0.0
H 1.4502 -1.8591 0.2393 -0.1 0.1 0.3
H 1.0235 -2.0066 -2.2195 -0.1 0.1 0.1
H -1.3491 -1.7682 -2.2178 0.0 0.1 0.0
H -1.2069 -0.1551 -1.8333 -0.1 -0.1 0.1
H 0.7775 0.7016 -1.5170 0.8 -0.7 -0.3
C 1.0839 1.3741 1.3141 0.1 -0.3 -0.1
C -0.2743 1.3098 0.6722 -0.2 1.3 0.1
C -1.4520 1.1723 1.6017 -0.2 -0.4 -0.3
O -0.4272 1.5590 -0.5125 -0.1 -0.4 0.4
H 1.0891 0.9287 2.3058 0.1 0.0 0.0
H 1.8182 0.8994 0.6720 0.1 -0.2 -0.1
H 1.3742 2.4222 1.3875 -0.1 0.1 0.1
H -2.3916 1.2285 1.0565 0.1 0.0 -0.1
H -1.4247 1.9610 2.3503 0.1 0.1 0.1
H -1.4037 0.2124 2.1204 0.0 0.1 0.1
```
Positions in Å, forces in eV/Å.

The SMILES is C[C@@H](N)O.CC(C)=O. As for the relative energy (zero: lowest compared OMol25 entry of this formula, charge and spin): 31.8 kcal per mole.